[1]
A cluster of 2 separate species, C3H4NO3 in total at a distorted geometry, computed with ωB97M-V/def2-TZVPD.

Element x y z (Å)
C (-0.5927, -0.5063, -0.9217)
C (0.4420, 0.1520, -0.2442)
C (-1.0404, -0.2359, -2.2391)
N (1.0086, 0.8917, 0.4779)
O (1.9793, 1.5528, 0.8580)
O (-1.8564, -0.9501, -2.8645)
O (0.2648, -0.0555, 3.0015)
H (-0.8060, -1.4979, -0.5098)
H (-0.6929, 0.6180, -2.7700)
H (0.1969, -0.4963, 2.1436)
H (1.0968, 0.5276, 3.0682)

Properties
* energy above the lowest of the compared OMol25 structures with the same formula, charge and spin: 51.1 kcal per mole
* gap between HOMO and LUMO (spin up / spin down): 4.52 / 7.64 eV
* net charge: -1
* multiplicity: 3
* E_LUMO (spin up / spin down): 4.2014 / 2.5169 eV



[2]
A cluster of 2 separate species, C3H4NO4P in total at a distorted geometry, computed with ωB97M-V/def2-TZVPD.

Element x y z (Å)
C (2.1494, 0.3060, 0.3793)
C (0.1353, 0.4091, -1.4793)
C (0.1271, -0.4746, -0.2380)
N (3.2675, 0.6127, 0.5154)
O (-2.0472, -1.0509, 1.0848)
O (-1.6078, 1.4769, 0.7871)
O (-0.2985, 0.1256, 2.5413)
O (0.2380, -1.7195, -0.3419)
P (-0.9053, 0.2102, 1.1747)
H (-0.0091, 1.4392, -1.1673)
H (1.0651, 0.3119, -2.0427)
H (-0.6945, 0.1124, -2.1308)
H (-1.4201, -1.7591, 0.9173)

Properties
* energy above the lowest of the compared OMol25 structures with the same formula, charge and spin: 0.0 kcal per mole
* gap between HOMO and LUMO: 7.83 eV
* net charge: -2
* multiplicity: 1
* E_LUMO: 6.8568 eV